Molecular formula: C30H31BF2O2S
Method: DFT, ωB97M-V/def2-TZVPD

Results
- E_HOMO: -6.373 eV
- Spin multiplicity: 1
- Electronic energy: -1934.9639 hartree
- LUMO energy: -0.1224 hartree
- Relative energy (zero: lowest compared OMol25 entry of this formula, charge and spin): 97.6 kcal per mole

Last column: Mulliken charge in e.
CARTESIAN COORDINATES (ANGSTROEM)
F -4.870 -0.342 -5.264  -0.308
C -3.850 -0.484 -4.350  0.414
C -3.683 -1.697 -3.692  -0.893
C -2.587 -1.859 -2.857  -0.123
C -1.593 -0.847 -2.746  0.371
C -0.350 -1.101 -2.058  -0.298
C 0.918 -0.851 -2.675  0.906
C 2.099 -1.396 -2.074  -0.435
C 3.360 -1.200 -2.624  -0.543
C 3.476 -0.369 -3.735  0.490
F 4.718 -0.124 -4.279  -0.313
C 2.378 0.235 -4.334  -1.014
C 1.109 -0.051 -3.847  -0.100
C -1.865 0.404 -3.367  -0.093
C -2.974 0.593 -4.173  -1.153
H -4.400 -2.495 -3.851  0.452
H -2.443 -2.782 -2.291  0.438
H -0.372 -1.774 -1.215  0.666
H 1.967 -1.978 -1.167  0.225
H 4.228 -1.679 -2.179  0.455
H 2.489 0.900 -5.191  0.459
H 0.263 0.366 -4.393  0.550
H -1.168 1.235 -3.221  0.380
H -3.140 1.537 -4.676  0.475
C 1.040 0.654 6.621  -1.232
C 0.309 0.396 5.358  0.654
C -0.960 0.816 5.014  -0.848
C -1.313 0.557 3.641  -1.127
C -0.275 -0.027 2.939  0.408
B -0.059 -0.054 1.288  1.630
C -0.819 -1.483 1.056  -0.172
C -0.079 -2.646 1.228  -0.184
C -0.732 -3.882 1.270  -0.938
C -2.120 -3.932 1.100  -0.534
C -2.834 -2.766 0.798  -0.910
C -2.172 -1.529 0.749  -0.396
O -0.715 1.178 0.999  -0.357
C 0.270 2.031 0.452  1.583
C 0.044 2.039 -1.041  -1.531
C 0.109 3.461 0.955  -2.070
C 1.654 1.328 0.842  2.046
C 2.773 1.484 -0.188  -1.812
C 2.170 1.857 2.180  -2.220
O 1.328 -0.055 0.934  -0.569
S 1.018 -0.466 4.019  -0.266
H 0.487 1.352 7.255  0.351
H 1.201 -0.263 7.195  0.258
H 2.012 1.104 6.399  0.270
H -1.582 1.345 5.729  0.343
H -2.292 0.806 3.236  0.476
H 1.007 -2.567 1.361  0.392
H -0.152 -4.797 1.433  0.412
H -2.643 -4.892 1.185  0.378
H -3.910 -2.813 0.594  0.442
H -2.696 -0.603 0.488  0.487
H 0.747 2.676 -1.583  0.346
H 0.138 1.025 -1.434  -0.367
H -0.989 2.343 -1.215  0.700
H 0.854 4.088 0.452  0.369
H -0.881 3.834 0.680  0.456
H 0.207 3.586 2.037  0.331
H 2.835 2.525 -0.533  0.347
H 3.731 1.223 0.283  0.470
H 2.635 0.817 -1.045  0.198
H 2.589 2.861 2.015  0.408
H 1.379 1.937 2.935  0.324
H 2.975 1.214 2.572  0.447

***

Molecular formula: C30H31Br2IrN3O4P
Method: DFT, ωB97M-V/def2-TZVPD

Results
- E_HOMO (spin up / spin down): -10.541 / -10.543 eV
- Spin multiplicity: 2
- Electronic energy: -7220.5538 hartree
- LUMO energy (spin up / spin down): -0.1384 / -0.1814 hartree
- Relative energy (zero: lowest compared OMol25 entry of this formula, charge and spin): 0.0 kcal per mole
- Net charge: +1

Last column: Mulliken charge in e.
CARTESIAN COORDINATES (ANGSTROEM)
Ir -0.554 -0.557 0.163  1.472
C -6.341 -1.221 1.332  -1.055
O -4.989 -1.046 0.936  -0.203
C -4.768 -0.322 -0.194  0.926
C -5.744 0.288 -0.944  -0.534
C -5.407 1.019 -2.097  -0.995
C -4.100 1.128 -2.473  -1.209
C -3.070 0.521 -1.712  0.739
C -1.735 0.687 -2.198  -0.194
N -0.655 0.347 -1.572  0.729
N 0.561 0.629 -2.188  -1.183
C 1.554 0.256 -1.430  0.416
O 1.400 -0.338 -0.268  -0.628
C 2.942 0.478 -1.892  0.228
C 3.949 -0.376 -1.452  -0.070
C 5.251 -0.183 -1.888  -0.728
C 5.549 0.862 -2.751  -0.397
C 4.544 1.715 -3.186  -0.741
C 3.239 1.521 -2.764  -0.503
C -3.395 -0.226 -0.566  0.462
O -2.543 -0.881 0.192  -1.118
H -6.913 -1.737 0.559  0.398
H -6.815 -0.262 1.557  0.402
H -6.317 -1.831 2.230  0.226
H -6.782 0.208 -0.657  0.469
H -6.188 1.486 -2.679  0.403
H -3.828 1.683 -3.361  0.408
H -1.586 1.153 -3.168  0.452
H 3.704 -1.189 -0.784  0.469
H 6.034 -0.854 -1.558  0.412
H 6.566 1.011 -3.089  0.402
H 4.777 2.530 -3.858  0.399
H 2.445 2.173 -3.104  0.432
Br 4.811 -2.141 1.893  -0.051
C 3.170 -2.192 2.756  -0.378
C 3.100 -2.217 4.136  -0.711
C 1.879 -2.353 4.770  0.139
Br 1.854 -2.494 6.634  -0.138
C 0.639 -2.349 4.038  1.227
C -0.621 -2.563 4.624  -0.790
C -1.736 -2.530 3.831  -0.948
C -1.608 -2.132 2.499  -0.459
N -0.429 -1.885 1.927  -0.263
C 0.691 -2.125 2.657  0.067
C 1.974 -2.317 1.935  0.805
O 1.986 -2.682 0.774  -0.544
H 4.008 -2.182 4.722  0.490
H -0.692 -2.777 5.682  0.407
H -2.718 -2.739 4.229  0.510
H -2.484 -1.952 1.890  0.670
C -2.728 2.311 3.270  -1.540
C -2.315 1.035 2.533  0.131
P -0.802 1.189 1.527  0.834
C -0.957 2.823 0.734  -0.799
C 0.132 3.291 -0.231  -1.021
C 0.507 1.339 2.787  -0.630
C 1.950 1.498 2.309  -0.983
H -3.571 2.089 3.923  0.452
H -3.047 3.091 2.580  0.366
H -1.930 2.713 3.896  0.357
H -3.115 0.686 1.882  -0.135
H -2.121 0.235 3.247  0.207
H -0.998 3.517 1.579  0.625
H -1.946 2.845 0.266  0.394
H 1.098 3.379 0.264  0.198
H -0.134 4.279 -0.607  0.458
H 0.258 2.636 -1.080  0.130
H 0.408 0.454 3.417  0.374
H 0.210 2.190 3.408  0.613
H 2.231 0.719 1.602  -0.090
H 2.621 1.449 3.167  0.440
H 2.110 2.463 1.830  0.301

***

Molecular formula: C30H31BrN3O3SbZn
Method: DFT, ωB97M-V/def2-TZVPD

Results
- E_HOMO (spin up / spin down): -4.546 / -5.203 eV
- Spin multiplicity: 1
- Electronic energy: -6145.2013 hartree
- LUMO energy (spin up / spin down): -0.0074 / -0.0078 hartree

Last column: Mulliken charge in e.
CARTESIAN COORDINATES (ANGSTROEM)
Zn 0.691 0.969 0.832  -0.707
N 2.531 1.972 1.346  -0.517
C 2.390 2.496 2.761  -0.458
C 0.992 2.271 3.296  0.608
O 0.701 2.801 4.394  -0.780
N 0.224 1.395 2.622  0.806
C -0.712 0.715 3.546  -1.188
C 5.189 -1.543 1.301  0.822
O 5.858 -2.491 1.580  -0.395
O 4.438 -0.598 1.113  -0.527
H 3.219 1.198 1.388  0.291
H 2.908 2.618 0.661  0.282
H 2.475 3.583 2.856  0.280
H 3.090 1.989 3.425  0.252
H -1.515 0.130 3.032  0.298
H -1.045 1.481 4.226  0.450
C 3.011 -1.062 -2.800  -1.016
C 1.842 -1.002 -3.719  0.284
C 1.955 -1.434 -5.042  -0.644
C 0.866 -1.802 -5.851  -0.704
C -0.411 -1.440 -5.381  -0.547
C -0.567 -0.766 -4.206  -0.505
C 0.561 -0.654 -3.357  0.888
Sb 0.054 0.241 -1.446  2.065
C -1.698 -0.911 -0.799  0.762
C -3.023 -0.477 -1.100  -0.561
C -4.115 -1.365 -0.948  -0.773
C -3.886 -2.671 -0.562  -0.703
C -2.563 -3.076 -0.228  -0.742
C -1.486 -2.196 -0.268  0.282
C -0.186 -2.741 0.225  -1.091
C -0.954 2.216 -1.979  0.220
C -0.775 2.582 -3.316  -0.720
C -1.557 3.641 -3.862  -0.536
C -2.417 4.383 -3.025  -0.717
C -2.503 4.026 -1.711  -0.455
C -1.822 2.930 -1.145  0.745
C -2.050 2.619 0.336  -1.238
H 3.792 -1.612 -3.359  0.433
H 2.792 -1.675 -1.839  0.122
H 3.404 -0.070 -2.544  0.256
H 2.986 -1.646 -5.467  0.243
H 0.963 -2.392 -6.753  0.405
H -1.328 -1.712 -5.938  0.331
H -1.605 -0.498 -3.911  0.265
H -3.215 0.531 -1.499  0.357
H -5.106 -0.956 -1.139  0.405
H -4.720 -3.390 -0.531  0.350
H -2.404 -4.105 0.094  0.353
H -0.266 -3.796 0.587  0.304
H 0.226 -2.129 1.046  0.108
H 0.627 -2.827 -0.528  0.132
H 0.051 2.199 -3.917  0.421
H -1.550 3.793 -4.929  0.397
H -3.030 5.153 -3.484  0.366
H -3.186 4.557 -1.038  0.345
H -3.083 2.895 0.653  0.430
H -1.358 3.287 0.898  0.348
H -1.887 1.529 0.584  -0.269
Br 0.186 -4.317 3.589  -0.155
C 0.566 -2.670 4.380  -0.024
C 1.464 -2.353 5.429  -0.457
C 1.430 -1.070 6.020  -0.578
C 0.819 -0.038 5.379  -0.456
N -0.021 -0.329 4.307  0.324
C -0.243 -1.616 4.000  -0.398
H 2.105 -3.129 5.883  0.401
H 2.000 -0.837 6.912  0.409
H 0.999 1.027 5.524  0.520
H -1.114 -1.831 3.395  0.501

***

Molecular formula: C30H31BrN5O8Yb
Method: DFT, ωB97M-V/def2-TZVPD

Results
- E_HOMO (spin up / spin down): -5.444 / -5.442 eV
- Spin multiplicity: 2
- Electronic energy: -5770.1760 hartree
- LUMO energy (spin up / spin down): -0.0142 / -0.0351 hartree
- Relative energy (zero: lowest compared OMol25 entry of this formula, charge and spin): 0.0 kcal per mole

Last column: Mulliken charge in e.
CARTESIAN COORDINATES (ANGSTROEM)
Yb -0.118 -0.169 0.028  1.123
N 1.809 0.268 2.564  -0.102
C 3.160 0.769 2.525  -0.505
C 4.210 -0.210 1.955  -0.976
C 4.063 -0.661 0.501  -0.326
C 3.192 -1.902 0.209  -0.583
N 1.930 -1.620 -0.533  -0.184
H 1.205 1.070 2.778  -0.092
H 1.712 -0.363 3.366  0.244
H 3.527 1.129 3.492  0.459
H 3.266 1.675 1.878  0.182
H 4.322 -1.086 2.646  0.308
H 5.152 0.355 2.040  0.383
H 5.044 -0.857 0.050  0.406
H 3.667 0.223 -0.080  0.129
H 2.863 -2.308 1.206  0.059
H 3.789 -2.655 -0.296  0.385
H 1.595 -2.466 -0.974  0.178
H 2.113 -0.959 -1.282  0.222
C -3.028 1.031 3.914  -1.021
C -4.181 0.321 3.734  -0.460
C -4.179 -0.618 2.673  -0.862
C -3.100 -0.740 1.797  0.806
N -1.957 -0.035 2.017  0.290
C -1.945 0.821 3.074  -0.058
C -3.133 -1.717 0.718  0.588
C -4.299 -2.473 0.419  -0.823
C -4.260 -3.445 -0.550  -0.593
C -3.034 -3.695 -1.182  -1.172
C -1.959 -2.874 -0.875  -0.324
N -1.994 -1.933 0.035  0.371
H -2.938 1.795 4.685  0.396
H -5.076 0.436 4.368  0.408
H -5.087 -1.229 2.523  0.197
H -1.097 1.406 3.231  0.380
H -5.231 -2.226 0.879  0.363
H -5.145 -4.023 -0.852  0.396
H -2.936 -4.397 -2.027  0.409
H -1.047 -2.933 -1.468  0.628
O -1.633 0.921 -1.319  -0.426
C -2.113 0.745 -2.459  -0.364
C -1.389 0.196 -3.569  0.897
C -1.608 0.705 -4.855  -0.727
C -0.802 0.162 -5.838  -0.214
C 0.058 -0.953 -5.638  -0.361
C 0.227 -1.428 -4.397  -1.108
C -0.386 -0.765 -3.279  0.409
O -0.011 -1.120 -2.104  0.074
N -0.618 0.901 -7.048  0.978
O -1.312 1.903 -7.172  -0.635
O 0.169 0.445 -7.877  -0.640
H -3.138 1.040 -2.675  0.412
H -2.258 1.585 -5.018  0.446
H 0.543 -1.389 -6.528  0.442
H 0.923 -2.250 -4.209  0.394
C 0.606 -4.190 3.955  -0.489
O 0.138 -4.280 2.553  -0.177
C 0.896 -4.311 1.532  0.190
O 0.516 -4.294 0.376  -0.345
H 1.442 -3.473 3.983  0.239
H 0.908 -5.177 4.335  0.293
H -0.278 -3.846 4.493  0.227
Br 0.683 4.039 3.178  -0.163
C 1.035 4.602 1.403  0.308
C 1.111 6.008 1.282  -0.676
C 1.572 6.582 0.109  -0.447
C 1.957 5.733 -0.954  -0.576
C 1.819 4.376 -0.850  -0.400
C 1.256 3.763 0.297  0.438
C 0.764 2.328 0.215  0.726
O -0.117 1.955 1.036  -0.628
O 1.288 1.588 -0.627  -0.724
H 0.775 6.673 2.090  0.348
H 1.659 7.661 -0.025  0.377
H 2.297 6.143 -1.908  0.358
H 2.146 3.716 -1.675  0.317

***

Molecular formula: C30H31Cl2FN2O8S2
Method: DFT, ωB97M-V/def2-TZVPD

Results
- SMILES: C/C(Cl)=C(\Cl)c1cc2c(c(CC(=O)N(C)C)c1F)C(=O)c1c(OC#N)cccc1C2=O.O=S1(=O)CCCC1.O=S1(=O)CCCC1
- E_HOMO: -8.983 eV
- Spin multiplicity: 1
- Electronic energy: -3688.7757 hartree
- LUMO energy: -0.0736 hartree

Last column: Mulliken charge in e.
CARTESIAN COORDINATES (ANGSTROEM)
C 2.341 4.561 -0.953  -0.366
C 2.354 2.937 -1.244  0.195
Cl 0.679 2.100 -1.351  -0.128
C 3.621 2.118 -1.414  -0.349
Cl 5.298 2.903 -1.338  -0.185
C 3.362 0.491 -1.649  0.038
C 2.798 0.071 -3.167  -0.455
C 2.493 -1.529 -3.391  0.450
C 2.732 -2.685 -2.206  0.067
C 3.296 -2.277 -0.686  0.180
C 3.490 -3.409 0.503  -0.549
C 2.467 -3.170 1.796  0.370
O 1.553 -4.136 2.089  -0.577
N 2.484 -1.956 2.698  0.162
C 2.840 -2.450 4.087  -0.808
C 1.022 -1.466 2.691  -0.924
C 3.601 -0.651 -0.455  0.483
F 4.071 -0.126 0.864  -0.322
C 2.332 -4.248 -2.630  0.073
O 3.065 -5.324 -2.336  -0.534
C 0.926 -4.377 -3.527  0.164
C -0.163 -5.574 -3.218  0.152
O -0.023 -6.597 -2.151  -0.302
C -0.836 -6.050 -1.014  0.468
N -1.748 -5.711 -0.127  -0.432
C -1.542 -5.615 -4.155  -0.259
C -1.805 -4.476 -5.351  -0.342
C -0.672 -3.278 -5.623  -0.550
C 0.691 -3.223 -4.714  0.332
C 1.878 -2.052 -4.855  0.166
O 2.324 -1.586 -6.038  -0.512
H 2.211 4.808 0.204  0.228
H 3.340 5.031 -1.352  0.397
H 1.373 4.986 -1.477  -0.121
H 2.637 0.919 -3.978  0.329
H 4.630 -3.426 0.844  0.361
H 3.264 -4.517 0.138  0.300
H 3.868 -3.049 4.132  0.274
H 2.007 -3.118 4.588  0.306
H 2.943 -1.487 4.777  0.288
H 0.299 -2.170 3.285  0.269
H 1.016 -0.348 3.071  0.363
H 0.684 -1.484 1.551  0.322
H -2.311 -6.477 -3.904  0.317
H -2.820 -4.548 -5.966  0.287
H -0.890 -2.467 -6.441  0.331
O -0.521 5.308 1.014  -0.656
S -1.064 5.625 -0.290  1.164
O -1.031 4.686 -1.394  -0.655
C -2.737 6.202 -0.079  -0.745
C -2.593 7.702 0.133  -0.588
C -1.553 8.166 -0.886  -0.711
C -0.382 7.187 -0.826  -0.561
H -3.205 5.692 0.765  0.407
H -3.285 5.986 -1.001  0.336
H -3.548 8.220 0.004  0.349
H -2.231 7.905 1.148  0.286
H -1.995 8.151 -1.890  0.294
H -1.222 9.190 -0.689  0.332
H 0.088 7.061 -1.804  0.387
H 0.364 7.500 -0.091  0.389
O -3.988 1.040 3.825  -0.681
S -3.051 -0.022 4.126  1.155
O -1.797 0.221 4.812  -0.652
C -3.925 -1.324 4.971  -0.699
C -4.446 -2.214 3.852  -0.632
C -3.297 -2.340 2.854  -0.582
C -2.731 -0.939 2.626  -0.084
H -4.719 -0.902 5.589  0.410
H -3.205 -1.860 5.597  0.341
H -4.764 -3.190 4.231  0.343
H -5.308 -1.741 3.367  0.308
H -2.518 -2.989 3.274  0.234
H -3.626 -2.791 1.912  0.369
H -1.655 -0.966 2.439  -0.219
H -3.241 -0.431 1.803  0.401

***

Molecular formula: C30H31Cl4MgN3O5P
Method: DFT, ωB97M-V/def2-TZVPD

Results
- E_HOMO: -3.968 eV
- Spin multiplicity: 1
- Electronic energy: -4084.8190 hartree
- LUMO energy: 0.0826 hartree
- Relative energy (zero: lowest compared OMol25 entry of this formula, charge and spin): 0.0 kcal per mole
- Net charge: -1

Last column: Mulliken charge in e.
CARTESIAN COORDINATES (ANGSTROEM)
Mg 1.977 -15.654 14.229  1.694
N 2.083 -17.910 14.514  -0.528
C 3.246 -18.210 15.347  -0.776
C 4.446 -17.466 14.731  -0.381
N 4.114 -16.052 14.684  -0.122
C 4.633 -15.324 15.844  -0.698
C 3.722 -14.119 16.167  -1.011
N 2.948 -13.809 14.961  -0.475
H 1.218 -17.935 15.044  0.261
H 2.021 -18.471 13.676  0.187
H 3.420 -19.275 15.433  0.535
H 3.042 -17.797 16.356  0.225
H 4.586 -17.838 13.703  -0.110
H 5.391 -17.660 15.247  0.477
H 4.538 -15.587 13.862  -0.022
H 5.651 -14.983 15.612  0.398
H 4.730 -16.007 16.698  0.540
H 4.317 -13.266 16.483  0.410
H 2.986 -14.341 16.939  0.374
H 3.540 -13.522 14.197  -0.027
H 2.304 -13.046 15.138  0.322
Cl -2.882 -13.511 18.440  -0.243
C -1.989 -13.921 17.018  0.168
C -2.387 -13.461 15.774  0.451
Cl -3.746 -12.385 15.608  -0.244
C -1.675 -13.842 14.638  -0.050
Cl -2.070 -13.228 13.046  -0.234
C -0.563 -14.686 14.685  -0.910
O 0.099 -15.071 13.618  -0.261
C -0.086 -15.106 15.983  0.343
O 1.002 -15.817 16.098  -0.917
C -0.830 -14.706 17.103  0.395
Cl -0.247 -15.272 18.649  -0.242
O 2.552 -15.840 12.234  0.314
P 2.605 -16.438 10.846  1.650
C 2.546 -15.173 9.549  0.452
C 2.061 -13.943 9.967  -0.277
C 1.984 -12.898 9.072  -0.817
C 2.396 -13.070 7.757  -0.500
C 2.863 -14.309 7.331  -0.692
C 2.938 -15.363 8.235  -0.379
C 4.137 -17.355 10.647  0.359
C 5.310 -16.626 10.502  -0.299
C 6.527 -17.289 10.482  -0.824
C 6.573 -18.656 10.614  -0.511
C 5.389 -19.390 10.755  -0.768
C 4.172 -18.735 10.770  -0.522
C 1.179 -17.503 10.592  0.349
C 1.133 -18.429 9.540  -0.472
C -0.026 -19.156 9.317  -0.678
C -1.123 -18.968 10.141  -0.495
C -1.078 -18.032 11.168  -0.776
C 0.075 -17.312 11.404  -0.471
H 1.765 -13.819 10.989  0.362
H 1.611 -11.962 9.447  0.450
H 2.339 -12.249 7.045  0.358
H 3.197 -14.405 6.313  0.417
H 3.291 -16.338 7.906  0.332
H 5.300 -15.530 10.481  0.362
H 7.415 -16.682 10.442  0.475
H 7.524 -19.177 10.645  0.386
H 5.449 -20.472 10.811  0.399
H 3.271 -19.315 10.958  0.389
H 2.004 -18.641 8.956  0.427
H -0.034 -19.901 8.517  0.386
H -2.021 -19.553 9.961  0.376
H -1.947 -17.871 11.806  0.486
H 0.106 -16.556 12.209  0.439
C 5.318 -11.664 12.240  -1.113
C 5.386 -13.179 11.962  0.435
O 5.563 -13.496 10.771  -0.764
O 5.136 -13.932 12.933  -0.593
H 5.922 -11.122 11.509  0.366
H 5.619 -11.457 13.264  0.290
H 4.257 -11.386 12.078  0.167